Entry 1:
ORCA calculation (ωB97M-V/def2-TZVPD) on a structure of composition C3H6N2O in a non-equilibrium geometry.

Atoms and positions in Å:
C 0.681 0.030 -0.502
C 1.454 -1.156 0.015
N -1.670 0.546 0.136
C -0.445 0.882 0.417
O -2.677 1.514 0.406
N 0.706 1.293 0.533
H -3.381 0.997 0.819
H -0.654 -0.197 -0.823
H 1.020 0.457 -1.443
H 1.471 -1.953 -0.730
H 1.008 -1.531 0.936
H 2.486 -0.882 0.236

## Properties
**M**: 86.09 g/mol
**Net charge**: 0
**Spin multiplicity**: 1
**Frontier orbital gap**: 9.59 eV
**LUMO level**: 0.858 eV
**Strongest force on any atom**: 3.1 eV/Å
**Energy relative to the best compared isomer or geometry (same formula, charge and spin)**: 157.86 kcal/mol

=====

Entry 2:
ORCA calculation (ωB97M-V/def2-TZVPD) on a cluster of 3 separate species, C3H6N2O in total in a non-equilibrium geometry.

Atoms and positions in Å:
N -2.105 1.017 -1.945
C -1.296 0.248 -1.641
C -0.264 -0.745 -1.289
O -0.541 -1.764 -0.717
H 0.756 -0.498 -1.621
H -0.308 -1.141 1.771
H -0.476 -1.705 1.313
C 0.657 1.165 0.581
N 0.770 0.507 1.658
H -0.255 1.742 0.412
H 1.424 1.204 -0.202
H 1.639 -0.033 1.679

## Properties
**M**: 86.09 g/mol
**Net charge**: 0
**Spin multiplicity**: 1
**Frontier orbital gap**: 9.70 eV
**LUMO level**: -0.916 eV
**Strongest force on any atom**: 1.1 eV/Å
**SMILES**: N#CC=O.[H][H].C=N
**Energy relative to the best compared isomer or geometry (same formula, charge and spin)**: 98.77 kcal/mol

=====

Entry 3:
ORCA calculation (ωB97M-V/def2-TZVPD) on an isolated molecule of C3H6N2O.

Atoms and positions in Å:
O 1.426 -0.125 1.212
N 2.021 0.045 -0.321
C 0.680 -0.011 -0.053
C -0.461 1.002 -0.288
N -1.431 -0.092 -0.106
C -0.374 -1.119 -0.205
H 1.596 0.754 1.585
H -0.379 1.383 -1.319
H -0.582 1.859 0.387
H -2.138 -0.151 -0.831
H -0.288 -1.625 -1.174
H -0.386 -1.862 0.600

## Properties
**M**: 86.09 g/mol
**Net charge**: 0
**Spin multiplicity**: 1
**Frontier orbital gap**: 8.96 eV
**LUMO level**: 0.698 eV
**Strongest force on any atom**: 0.4 eV/Å
**Energy relative to the best compared isomer or geometry (same formula, charge and spin)**: 142.34 kcal/mol

=====

Entry 4:
ORCA calculation (ωB97M-V/def2-TZVPD) on an isolated molecule of C3H6N2O in a non-equilibrium geometry.

Atoms and positions in Å:
C -1.802 -0.435 -0.539
N -1.353 0.871 0.037
C -0.131 0.939 0.408
N 0.800 -0.005 0.035
C 2.119 0.087 0.365
O 2.938 -0.739 0.047
H -2.870 -0.459 -0.810
H -1.296 -0.834 -1.446
H -1.689 -1.203 0.251
H 0.428 1.603 1.173
H 0.504 -0.824 -0.472
H 2.352 0.998 0.951

## Properties
**M**: 86.09 g/mol
**Net charge**: 0
**Spin multiplicity**: 1
**Frontier orbital gap**: 10.62 eV
**LUMO level**: 0.833 eV
**Strongest force on any atom**: 2.4 eV/Å
**SMILES**: C/N=C\NC=O
**Energy relative to the best compared isomer or geometry (same formula, charge and spin)**: 36.08 kcal/mol

=====

Entry 5:
ORCA calculation (ωB97M-V/def2-TZVPD) on an isolated molecule of C3H6N2O.

Atoms and positions in Å:
C 1.802 0.142 0.527
N 0.528 0.831 0.397
C -0.438 0.182 -0.113
N -0.404 -1.158 -0.545
C -1.754 0.894 -0.288
O -2.725 0.324 -0.731
H 1.776 -0.895 0.174
H 2.546 0.694 -0.057
H 2.120 0.165 1.575
H -1.163 -1.326 -1.193
H -0.510 -1.806 0.228
H -1.779 1.954 0.025

## Properties
**M**: 86.09 g/mol
**Net charge**: 0
**Spin multiplicity**: 1
**Frontier orbital gap**: 10.00 eV
**LUMO level**: 0.142 eV
**Strongest force on any atom**: 0.6 eV/Å
**SMILES**: C/N=C(\N)C=O
**Energy relative to the best compared isomer or geometry (same formula, charge and spin)**: 34.78 kcal/mol

=====

Entry 6:
ORCA calculation (ωB97M-V/def2-TZVPD) on a cluster of 2 separate species, C3H6N2O in total in a non-equilibrium geometry.

Atoms and positions in Å:
H 3.504 -0.324 -0.419
N 2.503 -0.489 -0.256
N 1.917 0.605 -0.137
C 0.584 0.532 0.199
C -0.189 1.600 0.315
H 0.089 -0.482 0.145
H -1.282 1.403 0.392
H 0.203 2.601 0.218
C -1.793 -1.346 -0.109
O -2.496 -0.381 0.091
H -1.530 -2.059 0.688
H -1.510 -1.660 -1.127

## Properties
**M**: 86.09 g/mol
**Net charge**: 0
**Spin multiplicity**: 1
**Frontier orbital gap**: 9.44 eV
**LUMO level**: 0.050 eV
**Strongest force on any atom**: 2.5 eV/Å
**SMILES**: [H]/N=N/C=C.C=O
**Energy relative to the best compared isomer or geometry (same formula, charge and spin)**: 95.11 kcal/mol

=====

Entry 7:
ORCA calculation (ωB97M-V/def2-TZVPD) on an isolated molecule of C3H6N2O in a non-equilibrium geometry.

Atoms and positions in Å:
C 1.531 -0.753 0.039
O 1.304 0.472 0.601
C 0.165 1.193 0.659
N -0.709 2.024 0.130
N -1.138 0.695 0.880
C -1.396 -0.056 -0.271
H 0.594 -1.323 -0.070
H 1.962 -0.470 -1.043
H 2.342 -1.139 0.693
H -0.764 0.072 -1.114
H -1.542 -1.157 -0.032
H -2.348 0.440 -0.470

## Properties
**M**: 86.09 g/mol
**Net charge**: 0
**Spin multiplicity**: 1
**Frontier orbital gap**: 10.11 eV
**LUMO level**: 0.638 eV
**Strongest force on any atom**: 5.9 eV/Å
**SMILES**: COC1=NN1C
**Energy relative to the best compared isomer or geometry (same formula, charge and spin)**: 149.66 kcal/mol

=====

Entry 8:
ORCA calculation (ωB97M-V/def2-TZVPD) on a structure of composition C3H6N2O in a non-equilibrium geometry.

Atoms and positions in Å:
C -1.140 0.295 1.388
C 0.040 0.426 0.499
N 1.160 0.991 0.658
H -2.046 0.395 0.788
H -1.143 -0.699 1.841
H -1.107 1.028 2.195
N 0.412 -0.255 -1.839
C 0.502 -0.687 -0.498
O 0.409 -1.878 -0.180
H -0.184 0.313 -2.432
H 1.301 -0.071 -2.298
H 1.795 0.142 -0.122

## Properties
**M**: 86.09 g/mol
**Net charge**: 0
**Spin multiplicity**: 1
**Frontier orbital gap**: 9.15 eV
**LUMO level**: -0.176 eV
**Strongest force on any atom**: 7.3 eV/Å
**Energy relative to the best compared isomer or geometry (same formula, charge and spin)**: 108.30 kcal/mol

=====

Entry 9:
ORCA calculation (ωB97M-V/def2-TZVPD) on an isolated molecule of C3H6N2O in a non-equilibrium geometry.

Atoms and positions in Å:
N -2.367 -1.347 -1.532
C -1.401 -1.062 -0.964
C -0.216 -0.706 -0.155
O -0.544 -0.874 1.221
C 0.379 0.698 -0.456
N 1.040 1.170 0.757
H 0.574 -1.441 -0.310
H -1.120 -0.137 1.464
H -0.396 1.394 -0.807
H 1.069 0.587 -1.296
H 0.940 0.415 1.440
H 2.040 1.303 0.637

## Properties
**M**: 86.09 g/mol
**Net charge**: 0
**Spin multiplicity**: 1
**Frontier orbital gap**: 10.64 eV
**LUMO level**: 0.643 eV
**Strongest force on any atom**: 1.1 eV/Å
**SMILES**: N#C[C@H](O)CN
**Energy relative to the best compared isomer or geometry (same formula, charge and spin)**: 39.78 kcal/mol

=====

Entry 10:
ORCA calculation (ωB97M-V/def2-TZVPD) on a cluster of 2 separate species, C3H6N2O in total in a non-equilibrium geometry.

Atoms and positions in Å:
C -0.596 -0.979 1.551
C 2.029 0.174 -1.044
C -1.603 0.077 1.383
N 0.655 0.470 -2.952
N 1.438 0.441 -2.017
O 0.529 -0.880 1.067
H -0.822 -1.933 2.093
H 2.625 0.553 -0.246
H -1.574 0.980 2.093
H -2.721 -0.203 1.423
H -1.301 0.538 0.393
H 1.341 0.762 -3.744

## Properties
**M**: 86.09 g/mol
**Net charge**: 0
**Spin multiplicity**: 1
**Frontier orbital gap**: 9.29 eV
**LUMO level**: 0.924 eV
**Strongest force on any atom**: 3.9 eV/Å
**Energy relative to the best compared isomer or geometry (same formula, charge and spin)**: 114.51 kcal/mol

=====

Entry 11:
ORCA calculation (ωB97M-V/def2-TZVPD) on an isolated molecule of C3H6N2O.

Atoms and positions in Å:
N 1.729 -0.416 0.733
C 0.669 -0.235 -0.195
C -1.577 -1.012 -1.054
O -1.492 0.293 -0.749
C -0.537 0.555 0.246
N -0.655 1.284 1.259
H 2.587 0.037 0.459
H 1.456 -0.132 1.665
H 1.005 0.174 -1.158
H -1.737 -0.992 -2.156
H 0.151 -1.202 -0.446
H -1.598 1.646 1.396

## Properties
**M**: 86.09 g/mol
**Net charge**: 0
**Spin multiplicity**: 1
**Frontier orbital gap**: 8.64 eV
**LUMO level**: 0.025 eV
**Strongest force on any atom**: 0.6 eV/Å
**Energy relative to the best compared isomer or geometry (same formula, charge and spin)**: 113.46 kcal/mol

=====

Entry 12:
ORCA calculation (ωB97M-V/def2-TZVPD) on an isolated molecule of C3H6N2O.

Atoms and positions in Å:
H -1.903 -2.111 0.094
N -1.514 -1.173 0.106
C -0.256 -1.093 0.010
C 0.446 0.189 0.022
C 1.791 0.201 -0.048
N -0.282 1.332 0.261
O -1.598 1.442 -0.242
H 0.408 -1.959 -0.095
H 2.357 -0.712 -0.067
H 2.348 1.120 -0.042
H 0.195 2.202 0.057
H -1.993 0.561 -0.056

## Properties
**M**: 86.09 g/mol
**Net charge**: 0
**Spin multiplicity**: 1
**Frontier orbital gap**: 8.51 eV
**LUMO level**: 0.492 eV
**Strongest force on any atom**: 0.8 eV/Å
**SMILES**: [H]/N=C/C(=C)NO
**Energy relative to the best compared isomer or geometry (same formula, charge and spin)**: 79.87 kcal/mol